Record 1
ORCA calculation (ωB97M-V/def2-TZVPD) on a 9-piece molecular cluster, C45H62BF4N9O overall.

XYZ file:
```
122
Properties=species:S:1:pos:R:3:forces:R:3
C -1.30558 -5.74894 -4.23452 -0.3 -2.2 -0.7
C -3.45926 2.53524 -4.16398 -1.5 2.6 1.6
N -2.31179 -0.49289 6.61024 0.1 0.6 -0.3
H -2.86752 -3.95770 2.21320 -0.3 -0.2 0.2
N -3.03360 1.63474 -3.24413 1.0 0.9 -0.4
C 7.29697 2.44937 -1.23596 -1.7 0.2 0.0
C 6.48568 2.40266 -2.39221 -0.5 -0.1 2.0
C -5.04903 -2.61333 0.23069 0.3 0.1 1.6
N -1.49839 9.04388 2.14563 0.8 -2.7 0.2
C -1.48284 -1.19859 5.79125 -0.1 -0.4 0.8
N 2.35292 1.82919 -5.46585 0.2 -0.1 0.3
C -3.53015 0.58083 -5.18443 0.7 -1.6 2.6
C -2.14389 -0.87362 7.91026 -1.1 0.9 -0.7
H 0.95748 2.93776 -4.41039 0.1 0.2 0.2
H -2.61677 -0.39333 -3.35165 0.0 -0.1 -0.2
H 5.53941 2.21819 6.46004 0.0 0.1 0.0
H 8.52993 2.81399 0.95777 -0.1 0.0 0.0
H -4.49911 2.32053 -6.06242 0.2 0.3 0.1
H 6.10984 -0.10828 5.26019 -0.3 -0.1 0.0
H -2.48271 10.78171 2.63418 -0.2 0.1 0.4
C -1.05284 -7.11816 -3.54042 -0.1 -0.7 1.3
H 2.94504 2.92081 5.81073 0.4 0.1 0.2
C 3.56599 2.08637 5.51999 1.2 -0.2 0.4
C 3.98305 0.17172 4.55958 -0.1 -2.0 -1.3
H -2.97622 0.20514 6.30794 0.2 0.0 0.0
C -1.26627 -1.91517 7.92180 -0.4 -0.1 1.7
H -0.62958 -6.51255 -6.05330 -0.1 -0.2 -0.4
H 2.47062 -3.66507 -3.87411 -0.3 0.3 0.0
H -3.35807 -1.69747 1.30647 -0.1 -0.2 -0.2
C 4.51163 1.43380 -4.54767 -0.4 0.7 0.2
H -2.30293 -7.00367 -5.70299 0.0 0.1 0.1
C 5.42221 2.14026 0.20665 -0.2 0.2 -1.1
H 7.61231 1.55932 1.76261 -0.4 0.3 0.3
H -0.22315 -8.03595 -1.72326 0.1 -0.1 -0.3
C 1.33678 1.54110 -6.54062 0.2 1.1 -0.3
C 1.00316 -6.36542 -2.44424 -0.8 -1.1 0.7
H -4.84292 -5.65463 1.46982 -0.1 0.1 0.0
H -1.49552 -1.00158 4.72946 0.2 -0.2 0.1
H 2.60596 -5.25156 -4.42702 -0.4 -0.4 0.0
C -5.65397 2.00536 5.38464 -1.5 -0.3 2.0
C -3.76037 -3.76633 1.63649 0.1 -0.2 -0.1
C 5.09067 2.19540 -2.19825 0.8 0.3 0.1
H 2.55158 3.33400 -2.46006 0.0 0.1 0.1
H -3.66812 -0.24592 -5.86549 -0.1 0.2 0.1
C -1.81034 9.42906 4.32431 -0.1 -0.4 -0.7
H 3.21236 -4.83337 -2.87732 -0.6 -0.4 0.8
H 1.21278 -3.11324 -1.83075 0.0 0.1 -0.2
H -3.29819 4.28435 5.36123 -0.1 0.0 0.1
H -2.93671 -4.34515 -4.24019 -0.1 0.0 0.1
H 3.84917 0.60577 -6.41041 -0.3 0.3 -0.3
H -0.12174 -2.83115 6.23982 0.0 -0.1 0.2
H 8.34763 2.69845 -1.25769 0.0 -0.2 0.0
C -1.13098 8.16945 4.22524 -0.4 0.8 -2.4
H -1.93214 -5.36740 -6.32713 -0.1 0.1 0.2
H 7.06392 3.34634 1.76425 0.1 -0.4 0.5
C -5.32089 2.10193 4.07746 1.5 -0.3 -0.6
H -1.38794 9.15837 1.14823 -0.4 0.1 0.3
H -1.14330 -2.52585 8.80405 0.6 0.1 -0.1
H 6.88632 2.62335 -3.37057 0.2 -0.2 0.1
C -2.09488 9.85214 3.02392 0.5 1.8 1.3
C 4.87778 1.65584 5.81785 -0.6 2.5 1.4
H 0.47635 2.20286 -6.44148 0.0 -0.1 0.5
C -0.34488 -7.06261 -2.19853 0.6 1.1 -0.7
H -6.28860 1.27987 5.87178 -0.6 0.1 -0.5
C 4.58985 2.06026 -0.89123 -0.1 0.3 -0.6
F -0.12647 2.71555 2.23685 0.4 -0.1 -0.5
C -5.64518 -3.89442 0.36566 1.5 2.5 -0.7
C 5.17250 0.42789 5.24200 -2.0 0.4 -1.2
N -3.91592 -2.51546 1.10692 -2.4 -1.7 -1.8
F -1.49654 1.25293 1.22551 -3.1 -0.6 -0.4
H 5.04602 2.15376 1.21894 0.0 -0.2 0.1
C -1.59533 -6.17499 -5.67715 0.9 0.4 -0.4
H 3.52698 1.99773 -0.71012 -0.1 -0.3 0.0
C 2.34935 -4.69146 -3.52784 0.5 1.3 -1.5
H 0.59296 -4.44444 -0.91755 -0.1 -0.1 -0.1
H -3.69629 3.13681 3.19222 -0.1 0.1 0.2
H 0.98672 0.50953 -6.57838 0.4 0.0 0.3
C 0.51166 -3.94616 -1.88357 0.3 -0.2 -0.5
C -2.59916 -5.19386 -3.64534 0.9 1.6 0.7
H 5.46331 0.94018 -4.67815 0.1 0.0 0.3
H -0.98579 -6.50981 -1.51169 0.2 0.4 0.2
H 1.78159 1.88865 -7.47307 0.1 -0.5 -0.1
H 3.69914 -0.66812 3.94276 0.2 -0.2 0.0
H -6.53934 -4.23154 -0.13758 0.1 0.1 0.0
H -5.36114 -1.69060 -0.23576 -0.2 -0.3 -0.2
B -0.27369 1.78945 1.11657 -0.7 2.5 2.1
H -0.66599 7.05367 2.32273 0.3 0.2 -0.1
H 2.10224 1.12643 4.33292 0.1 -0.1 0.0
H -2.35658 -4.82396 -2.64913 -0.4 0.1 0.2
H 1.49407 -6.39271 -1.47142 0.5 0.8 -0.1
H -5.70875 1.70606 3.15051 0.1 -0.5 0.3
C 4.17111 2.18349 -3.37818 -0.8 -0.6 -0.8
H -0.48775 -3.51551 -1.94541 0.0 -0.2 -0.3
C -0.96573 7.95590 2.83512 -0.2 0.1 1.3
C 0.92508 -4.95182 -3.04796 -0.1 0.1 1.0
H -1.98821 -7.57939 -3.22347 -0.5 0.2 -0.9
H 1.62116 -7.00269 -3.07675 -0.1 -0.1 -0.3
C -4.96807 2.97423 6.17391 1.7 0.5 -2.6
C -2.96970 0.47516 -3.88790 -0.3 -3.0 -1.0
H -2.01784 9.95436 5.24485 -0.3 0.0 -0.2
H -0.87423 7.50072 5.03350 0.1 0.1 -0.2
H -2.75611 1.80606 -2.28823 0.1 0.0 -0.3
C -3.97355 1.88843 -5.22370 0.2 0.8 -2.6
N -4.20849 2.92171 4.03572 -1.2 0.8 -0.4
H -0.56756 -7.85931 -4.17548 0.2 0.3 -0.3
C 1.98759 2.61397 -4.38922 1.7 -1.7 -0.7
H -3.50096 3.59455 -3.95775 -0.2 -0.1 0.3
N -0.03541 -4.92368 -4.23499 -1.0 3.8 -1.2
H -5.07224 3.24858 7.21327 0.0 -0.2 -0.2
F -0.12233 2.53074 -0.04360 0.5 0.2 -1.2
C -4.08085 3.55167 5.23079 0.3 -0.4 1.7
C 3.61886 1.27140 -5.59168 -1.4 0.9 1.8
O -0.12049 -3.71271 -4.99846 0.6 -4.6 3.1
C 2.89468 2.78680 -3.32566 0.0 -0.5 -0.8
N 6.73210 2.33368 0.01891 0.4 -0.1 -1.4
H -3.40670 -5.91810 -3.53833 0.3 -0.1 -0.3
N 3.03728 1.13869 4.71456 1.0 -0.4 0.3
C -4.77410 -4.61403 1.18907 1.1 0.0 1.1
H -2.68407 -0.26288 8.61850 0.1 -0.6 0.5
F 0.56275 0.77448 1.28275 3.2 -2.0 -0.3
C -0.82388 -2.10558 6.62316 0.3 -0.1 -2.3
C 7.52107 2.50946 1.23629 1.1 0.4 -0.2
```
Forces are in eV/Å.

## Properties
2S+1: 2
Total charge: +1
HOMO energy, eV: -8.66
DFT total energy, Eh: -2743.94827
Frontier orbital gap, eV: 2.638
LUMO energy, eV: -6.020

Record 2
ORCA calculation (ωB97M-V/def2-TZVPD) on a 5-piece molecular cluster, C45H62Cl3F8N6O7 overall.

XYZ file:
```
131
Properties=species:S:1:pos:R:3:forces:R:3
C -1.66904 0.65414 5.56555 -0.9 -0.1 0.8
C 4.45482 -1.37787 -8.60863 0.4 0.5 -0.4
H 0.85284 4.04598 8.18104 0.2 -0.3 0.1
C -3.93545 2.45806 -2.01723 0.5 0.6 0.7
C 0.76128 -0.73295 4.62903 -0.5 -0.7 0.5
H -3.12770 3.56731 -0.38583 -0.3 -0.2 -0.2
H 2.10162 1.90000 8.48702 0.0 0.1 -0.2
H 5.08277 1.93346 4.78218 -0.2 0.0 -0.1
H 2.05815 -3.22838 -10.53551 0.0 0.2 0.0
H -3.67814 6.14704 2.15455 0.2 0.0 -0.1
O -0.29506 -6.93002 5.33631 0.0 0.0 0.0
H 0.49391 -1.75446 -5.37703 -0.1 -0.1 0.0
H 0.04251 1.21346 -7.52592 0.0 0.0 0.0
C -1.94210 0.20370 8.05817 0.1 0.8 0.0
H 1.91019 -3.18413 -8.77726 -0.1 -0.1 0.0
H -3.41147 1.89139 0.08369 -0.1 -0.1 -0.4
H 1.76589 -0.95660 4.28286 -0.3 0.2 0.0
H -2.42515 -8.93324 6.35632 0.0 0.0 0.1
H -3.46483 -7.24142 7.59941 0.1 0.0 0.0
H -0.96649 -0.65475 2.35722 0.0 0.0 0.3
H -0.24723 -2.40502 -6.86885 0.0 -0.1 0.1
C 0.09220 -3.64858 -9.78506 -0.1 -0.2 0.1
N -2.15073 -6.18028 6.33718 0.0 -0.3 0.1
F -4.77172 0.59331 -4.30114 0.6 0.0 0.0
C -0.30705 3.19502 3.29563 0.1 0.8 -0.6
C -1.47299 -8.51648 6.68741 0.0 0.0 0.0
C 2.21110 2.45957 7.55737 -0.3 -0.6 1.3
C 3.02750 1.95431 6.57440 0.2 0.1 -0.4
H 2.29360 -0.31006 2.49561 0.1 0.3 -0.2
C 0.62453 -1.89841 -6.45112 -0.1 0.0 0.0
H 3.55212 1.01285 6.72755 -0.1 0.2 0.0
H -0.52664 1.56516 7.13479 -0.3 0.2 0.1
H -2.24156 0.36601 -7.07918 -0.2 -0.1 0.2
F -3.11941 2.43737 -3.10035 -0.3 -0.5 -0.1
C -4.98138 1.29764 -2.05439 -0.7 0.1 -1.3
H -1.54475 -0.73779 -5.87845 0.1 0.0 -0.1
C -1.28948 -1.40088 3.09394 -0.2 -0.8 -0.2
C -1.57392 1.26697 6.99510 0.3 -0.8 -0.9
Cl -0.88144 -2.96506 5.27913 0.1 0.4 -0.3
H 2.83605 1.20063 1.80308 0.0 0.2 0.3
H -1.37946 2.12255 0.99008 0.0 0.2 -0.1
N -0.67268 -3.44530 -10.88960 0.3 0.1 0.1
O 1.31608 3.45406 0.48208 -0.2 -1.2 1.5
F -6.13360 1.82425 -2.53211 0.1 -0.1 0.1
H 4.38920 -0.58972 -7.86054 -0.3 -0.1 0.1
H 3.65805 -1.23904 -9.33668 -0.2 0.0 0.2
N -0.16289 0.35138 -7.04544 0.1 -0.4 0.1
H 4.49714 0.23239 3.32389 -0.2 0.0 0.1
C 1.20831 1.33669 3.27670 1.4 0.6 -1.1
H -1.60019 -2.27846 2.51117 0.1 0.2 0.1
O -0.29474 -4.39226 -8.89472 0.0 0.1 0.1
C -3.33745 -6.25387 7.16971 0.2 0.4 -0.3
O 7.74904 -1.93443 -10.00383 0.0 -0.1 0.0
Cl 0.91497 -0.81889 6.42758 0.3 0.2 -0.5
F -5.27631 0.79432 -0.84236 0.6 0.1 0.1
C 1.69465 4.37717 6.25689 -0.1 -0.1 0.1
C 1.41418 -2.92765 -9.70726 -0.1 -0.1 -0.1
C 0.39701 0.66404 4.17503 0.3 -0.1 0.3
H -1.49675 1.01750 -5.60264 -0.2 -0.1 0.1
N 5.73237 -1.26260 -9.29566 0.1 -0.5 0.2
C 6.72713 -2.18464 -9.38509 0.2 0.2 -0.2
H 4.28759 2.77842 3.48282 -0.3 -0.2 0.1
H -1.16768 -1.85416 -12.13751 0.1 0.1 -0.1
C -2.61432 5.96975 2.29139 0.0 -0.2 0.1
H -1.05439 3.74277 0.36454 -0.1 -0.1 -0.5
C 2.50919 0.74473 2.74025 -0.5 -1.4 1.0
C 1.52266 3.64996 7.42096 -0.4 0.6 -0.2
H 5.64028 -4.01824 -9.10903 -0.1 0.0 0.1
H 2.66478 4.49706 4.39081 0.1 -0.3 0.1
H -3.25510 -5.52195 7.97559 -0.2 -0.1 0.1
C -4.62649 0.13577 -3.04882 -0.8 -0.2 1.2
H 4.33500 -2.34194 -8.12487 0.1 0.0 0.0
F -3.25840 -1.70761 -3.42782 0.1 0.0 0.3
H -1.54125 -3.95651 -10.87622 0.0 0.0 0.0
C -1.67534 6.98108 2.13057 -1.1 -0.5 0.0
C 4.09975 2.08662 4.30898 0.3 -0.1 0.7
H 1.25334 -1.84947 -9.72698 0.2 0.0 -0.1
H -0.37458 -3.22390 -12.93780 0.1 0.1 -0.1
H 0.74698 2.26405 -1.06840 0.1 0.1 0.3
C -0.16797 -1.87786 4.03320 -0.2 0.1 -0.3
C -1.43398 0.22968 -6.35847 0.2 0.4 -0.2
H 0.47097 -2.53937 3.44090 0.1 0.2 0.3
H -1.22466 0.30034 8.87628 -0.3 -0.3 0.0
C -0.38310 -2.60637 -12.03821 -0.4 -0.3 0.0
H 7.38568 -4.13710 -8.85380 0.0 0.1 -0.1
H 1.49519 -2.52649 -6.61008 0.0 0.1 0.0
N -0.71961 1.27796 4.61432 -0.5 -0.6 0.3
N 0.11728 5.48301 2.72394 -0.5 0.1 -0.2
H 0.57570 -2.10878 -11.93979 0.0 0.0 0.1
Cl -3.58604 0.51073 8.72323 0.3 -0.2 -0.2
H 1.18469 5.32248 6.08443 0.1 -0.1 0.1
H 3.38612 0.04129 4.65496 -0.1 0.3 -0.1
H -2.90395 3.91518 2.78011 0.3 -0.1 0.0
F -2.95415 -0.66160 -1.50521 -0.2 0.1 0.0
C 0.83160 -0.57150 -7.13600 0.2 0.2 -0.1
H -1.46057 -8.44059 7.77558 -0.1 -0.1 0.0
H -4.21357 -6.01189 6.56529 -0.1 -0.1 0.1
H -2.68628 0.82115 5.18732 0.3 0.0 -0.2
C -0.35032 6.66778 2.35658 0.9 1.4 -0.2
H -1.91850 -0.80836 7.64805 0.0 0.2 0.2
H -1.93116 -5.30811 5.88487 -0.1 0.0 0.0
C -3.06679 2.52525 -0.74576 0.5 0.7 0.4
C -0.80777 4.54652 2.85739 0.3 -1.6 0.6
H -2.48871 0.11853 -3.31776 0.1 -0.1 0.4
C 0.86660 2.61172 2.81605 -0.8 0.1 -0.1
C 6.51277 -3.51061 -8.69497 0.0 0.0 0.0
H 0.81607 1.37997 0.45040 0.0 0.3 0.2
C 0.53027 2.33864 0.00543 -0.7 0.5 -1.3
C 1.71976 3.35544 1.79367 2.0 1.1 -0.7
O 2.77789 3.86121 2.09292 -1.6 -0.7 0.0
C 2.53892 3.87942 5.28025 0.0 1.0 -1.0
C -1.24695 -7.16221 6.06371 0.2 0.1 -0.2
H 6.38062 -3.36358 -7.62203 -0.1 -0.1 0.0
C -1.06044 2.49408 4.19603 -0.1 0.5 0.0
F -5.58530 -0.80175 -2.86650 0.2 0.0 0.1
H -2.04152 7.95756 1.83261 0.5 0.0 0.1
F -4.61316 3.62957 -2.10686 -0.1 -0.2 0.2
H 0.38075 7.47101 2.24527 0.0 -0.3 0.0
H -2.19169 -1.09864 3.63457 0.3 0.3 -0.1
H 5.93981 -0.40242 -9.77759 0.0 0.0 0.0
C 3.20068 2.67468 5.39125 0.3 -0.6 -0.1
C -2.16703 4.70465 2.66236 -0.6 0.8 -0.2
O 1.85135 -0.30983 -7.75857 -0.1 0.0 0.1
H -0.67592 -9.18594 6.37811 0.0 0.1 -0.1
C -3.23965 -0.50301 -2.81282 0.0 0.2 -1.6
H -2.25433 2.12254 7.02293 0.4 0.0 0.4
O -1.69493 2.27573 -1.02025 -0.1 0.1 0.1
H -1.97582 2.93984 4.57257 0.1 -0.3 0.2
H -1.55694 -0.42753 5.61262 0.4 0.2 -0.2
C -0.96725 2.67405 0.11779 0.3 -0.9 1.1
C 3.63190 0.70260 3.81545 0.7 0.5 -1.0
```
Forces are in eV/Å.

## Properties
Total charge: +1
HOMO energy, eV: -10.05
DFT total energy, Eh: -4786.45212
Frontier orbital gap, eV: 5.623
LUMO energy, eV: -4.431